(1)
101
Properties=species:S:1:pos:R:3:forces:R:3:mulliken_charge:R:1 method="wB97M-V/def2-TZVPD" relative_energy_kj_mol=0.0 e_lumo_ev="-3.269 / -4.196" homo_energy_ev="-10.51 / -10.51" gap_ev="7.24 / 6.32" max_force_ev_per_a=3.06 multiplicity=4 charge=+1 s2=3.772
Tc -0.743105 0.221622 0.139832 -0.859 -0.915 -0.789 0.3196
Br -1.608005 3.471522 1.306932 0.280 0.195 0.272 -0.1022
S -0.072305 -2.668178 1.280932 0.768 -0.057 0.234 1.3200
P -1.691305 1.472222 -2.758868 -0.434 0.169 -1.865 -0.4365
P -2.897105 -1.165378 -1.969768 -1.959 -0.061 -1.528 -1.8790
O -1.957205 -1.205578 -0.824868 1.059 0.490 0.540 1.7525
O -2.706805 0.200922 -2.847668 0.372 0.090 0.420 0.2195
O -1.129005 1.651422 -1.397868 0.201 -0.454 1.251 -0.4208
O -0.989905 -3.684378 1.692232 -0.139 -0.042 0.211 -0.7585
O -2.464305 0.624022 1.105632 0.869 1.624 -1.511 -0.3508
O 0.762595 -0.388778 -0.916568 -1.488 0.672 -0.376 1.0058
O 1.927895 -2.104578 -2.570768 -0.344 -0.423 0.059 -0.6876
O -4.085605 -0.577478 2.035932 -0.019 0.411 -0.091 -0.7107
O 0.421195 -2.739478 -0.067268 0.038 -0.150 0.162 -0.6843
N -0.581505 1.205822 -3.948268 -0.805 -0.165 1.026 0.4057
N -2.684305 -2.448778 -2.961968 0.110 0.812 0.695 0.6035
N -4.518705 -1.117678 -1.627468 1.444 0.279 -0.254 0.4003
N -2.566105 2.814222 -3.123268 0.443 -0.788 0.293 0.3524
N 2.002795 1.021922 0.350432 0.973 0.080 -0.576 -0.4151
N -0.702505 -1.154278 1.566832 1.211 -0.620 -1.145 0.7176
N 0.814295 1.360522 0.915132 0.235 1.028 1.381 0.4330
C 2.941395 -1.223178 -2.505168 0.520 0.444 -0.063 0.5212
C -2.924105 -0.305978 1.846732 -0.258 -2.442 1.825 0.4252
C 1.938695 -3.855678 2.753932 -0.084 -0.135 -0.089 -1.0553
C 4.851495 -2.587578 4.814832 0.064 -0.009 -0.032 -1.4918
C -3.418305 3.408522 -2.107268 -0.061 0.141 0.292 -0.8642
C -4.958305 -2.166278 -0.719068 -0.246 -0.406 0.235 -1.0093
C 2.714495 2.797322 6.757332 -0.027 -0.022 -0.091 -0.5272
C 1.856895 -1.459778 2.810532 0.029 0.219 0.062 0.1649
C 5.105595 0.536222 -2.517268 0.155 0.087 0.070 -0.9531
C -2.936605 3.145522 -4.480268 0.024 0.056 -0.350 -1.0681
C 3.062895 -0.243078 -1.508668 -0.454 -0.094 0.095 0.0601
C 3.914195 -1.293478 -3.504868 -0.305 -0.166 0.187 -0.6637
C 3.611495 -2.618478 3.983032 -0.117 0.021 -0.064 0.6179
C 2.989795 -1.432278 3.602832 -0.044 -0.171 -0.052 -0.6885
C 1.453495 1.975522 4.882332 -0.132 0.118 -0.023 -0.0739
C -5.238405 0.133322 -1.472268 -0.089 0.344 -0.060 -0.6924
C 0.876795 2.204222 1.907432 0.287 -0.651 -0.620 -0.3817
C 0.757195 1.736022 -3.745668 0.234 0.319 -0.020 -1.0923
C -0.644605 0.111722 -4.896168 -0.134 -0.155 -0.241 -0.6454
C -0.188205 2.962622 2.477632 -0.990 0.666 0.478 -0.0607
C -3.516405 -2.562378 -4.141368 -0.315 -0.054 -0.201 -1.0491
C 2.116895 4.041422 6.614032 0.020 0.028 0.045 -0.6012
C 2.372395 1.766422 5.894832 0.149 -0.035 0.077 -0.6619
C 1.171095 4.245222 5.630632 -0.019 -0.132 -0.154 -0.6545
C 4.985795 -0.426278 -3.507368 -0.028 0.065 0.073 -0.5142
C 0.837295 3.222722 4.734332 0.423 -0.097 0.391 0.1960
C -1.433205 -3.185978 -3.000068 0.322 -0.159 0.155 -0.5907
C -1.774405 -1.133878 2.507232 -1.375 0.633 0.572 -0.7253
C 4.147695 0.619722 -1.524268 -0.085 -0.110 -0.158 -0.6187
C 2.009895 -0.222278 -0.417868 1.281 -0.602 0.931 1.1905
C -0.153605 3.501922 3.717832 -0.161 -0.363 -0.830 -1.0152
C 1.344595 -2.668478 2.375032 -0.446 0.193 -0.188 -0.0911
C 3.064495 -3.825278 3.559432 -0.084 0.087 -0.095 -0.9180
H 1.071895 2.289622 -4.632668 0.019 0.017 0.033 0.4022
H -3.296905 4.492422 -2.116868 -0.006 0.021 -0.043 0.3338
H 5.736095 -0.506578 -4.277268 0.090 -0.008 -0.107 0.4277
H 1.341095 -0.553178 2.532232 0.078 0.103 0.086 0.0988
H 0.694495 5.207222 5.526632 -0.076 0.149 0.024 0.4424
H -4.415205 -1.966978 -4.000568 -0.080 -0.075 -0.112 0.2979
H -2.096305 -2.149878 2.744132 -0.156 0.330 0.078 0.5087
H 1.469495 0.928322 -3.558668 -0.044 0.015 0.062 0.1865
H -4.976005 -1.826178 0.320932 0.073 0.011 -0.136 0.2638
H 5.949395 1.206622 -2.503368 0.094 0.094 -0.042 0.4482
H 1.325395 -2.019378 -1.808668 0.139 0.033 -0.169 0.0884
H 2.815495 0.789722 6.026032 0.014 -0.074 -0.008 0.5983
H 0.748495 2.404422 -2.889268 0.202 0.085 0.014 0.3534
H -5.964105 -2.479978 -1.005168 0.059 -0.088 -0.009 0.3477
H -4.943405 0.812922 -2.268568 -0.149 0.069 0.032 0.0743
H -2.964905 4.231622 -4.575068 -0.004 -0.012 -0.076 0.3555
H -0.795305 -2.866078 -3.829068 -0.042 0.013 -0.002 0.2631
H -2.189805 2.751822 -5.163368 0.004 0.041 -0.125 0.2938
H -1.492605 -0.604278 3.428632 -0.001 -0.131 -0.006 0.1452
H 5.710995 -2.371778 4.180632 0.113 -0.003 0.024 0.3113
H -0.898105 -3.039778 -2.063768 0.036 -0.109 -0.031 -0.1075
H -4.474305 3.177122 -2.273168 0.035 -0.032 -0.039 0.3497
H -4.275805 -3.009578 -0.806568 -0.129 -0.194 0.096 0.4078
H -0.281905 0.470822 -5.863068 -0.074 -0.097 0.015 0.4129
H -3.124205 3.045522 -1.127168 -0.069 -0.023 0.091 -0.0496
H -1.652805 -4.248078 -3.121568 0.026 0.021 0.029 0.3606
H -3.918205 2.745422 -4.753268 -0.003 0.004 0.046 0.3029
H -5.063005 0.603922 -0.499968 0.030 -0.061 0.020 0.1840
H 3.527395 -4.751178 3.861232 0.055 -0.141 0.040 0.4293
H 1.161895 1.156322 4.240132 -0.046 -0.120 0.014 0.6345
H 4.241595 1.372322 -0.759168 0.044 0.169 0.103 0.3866
H 2.248295 -1.067078 0.281332 -0.167 0.355 -0.344 -0.3641
H -0.018705 -0.731378 -4.581068 -0.011 0.080 0.034 0.0563
H 5.016895 -3.545978 5.297432 0.080 -0.033 0.094 0.3949
H 4.791795 -1.809078 5.571332 0.050 0.025 0.102 0.3311
H 3.812195 -2.068778 -4.247968 -0.009 -0.055 -0.135 0.4872
H -1.673305 -0.222978 -5.001368 0.031 -0.064 -0.147 0.1620
H 2.822895 1.199322 0.926232 -0.272 -0.015 0.016 0.4926
H -2.998505 -2.217478 -5.041068 0.067 -0.004 0.030 0.3375
H -0.921505 4.210422 3.994332 -0.102 0.082 -0.114 0.4754
H 3.399895 -0.488578 3.935032 0.009 0.115 0.041 0.6374
H 2.382795 4.851922 7.275232 0.007 0.044 0.084 0.3911
H -6.304605 -0.079378 -1.565068 0.028 0.042 -0.031 0.4547
H 3.433295 2.630422 7.545432 0.048 -0.024 0.048 0.4155
H 1.861195 2.446922 2.312032 0.022 -0.098 -0.140 0.7484
H 1.507795 -4.784678 2.420132 0.002 -0.237 0.004 0.5125
H -3.800705 -3.604678 -4.287868 -0.025 -0.009 -0.009 0.3624

(2)
24
Properties=species:S:1:pos:R:3:forces:R:3:mulliken_charge:R:1 method="wB97M-V/def2-TZVPD" relative_energy_kj_mol=2.3 e_lumo_ev="-2.461 / -7.011" homo_energy_ev="-8.76 / -12.71" gap_ev="6.30 / 5.70" max_force_ev_per_a=6.83 multiplicity=3 charge=+1 s2=2.008
Br -0.640205 -3.265409 -3.628528 0.296 0.279 0.738 -0.0608
N -0.485055 -1.030016 -1.885504 -4.371 -2.425 -1.589 -0.0724
N 1.541970 -0.746610 -1.314149 1.080 -2.852 -1.189 -0.0394
N -1.617478 1.179129 -0.690147 3.586 0.665 3.431 -0.5728
C -0.374155 0.344990 1.501061 0.201 0.158 1.333 0.5324
C 0.166836 -2.111613 -2.385480 1.842 -0.570 -0.698 -0.0169
C -0.184449 0.854799 -0.366524 -2.257 -2.323 -6.009 -0.3596
C 0.297907 -0.254491 -1.205230 0.379 5.613 3.620 0.0730
C 1.498305 -1.951131 -2.040444 -1.752 0.326 0.123 -0.3711
C 1.062745 0.207694 1.918447 -0.041 1.053 0.041 -1.2583
C -1.077679 1.346354 2.253151 -0.952 0.243 2.806 -1.5335
H -0.951722 -0.520067 1.160976 0.460 0.041 0.332 0.4583
H 2.387281 -0.405615 -0.983268 1.364 0.948 0.808 0.1911
H -0.871440 1.155798 3.395063 -0.485 0.353 -1.763 0.3527
H -2.158961 1.408419 2.128704 0.078 -0.116 -0.080 0.4284
H -1.465421 -1.056822 -1.636582 -0.129 -0.141 -0.404 0.3543
H 0.531959 1.633985 -0.392470 0.616 1.123 1.375 0.4759
H 1.048638 -0.795717 2.148841 0.842 -2.538 0.961 0.3608
H 2.311809 -2.643542 -2.160140 0.212 0.309 -0.198 0.4193
H 1.739273 0.304669 1.102771 0.669 0.133 -0.741 0.2998
H 1.519419 0.788882 2.766684 -1.213 -0.261 -0.777 0.3812
H -0.637127 2.316884 2.097751 0.243 0.695 -0.079 0.4142
H -1.802705 2.037446 -0.126543 -0.491 -0.917 -1.265 0.2731
H -1.839746 1.201983 -1.658440 -0.176 0.205 -0.779 0.2703

- The lowest multiplicity belongs to which entry?
  C7H13BrN3

- The lowest multiplicity belongs to which entry?
  C7H13BrN3

- Which of these has the highest multiplicity?
  C33H47BrN7O9P2STc